No. 1
Below is a molecular structure, C27H44BrNOP2Pd, with properties calculated with the ωB97M-V functional and the def2-TZVPD basis.

The geometry in XYZ format:
```
77
Properties=species:S:1:pos:R:3:mulliken_charge:R:1
C -0.53270 6.85268 -3.35601 -0.39
C -0.72518 5.48668 -3.65375 0.54
C -1.01477 5.15206 -4.98757 -0.42
C -1.21481 6.17260 -5.92314 -0.30
N -1.08457 7.45459 -5.59774 -0.60
C -0.75225 7.80379 -4.36017 -0.30
C -0.64997 4.44317 -2.64505 -0.04
C -0.68479 3.62395 -1.73551 -0.91
C -0.88167 2.67830 -0.67171 1.52
C 0.14395 2.39674 0.22666 -0.62
C -0.06874 1.42974 1.26790 -1.51
C -1.33577 0.75323 1.32035 0.66
C -2.33491 1.03038 0.36854 -0.50
C -2.10704 2.01380 -0.58405 -0.94
Pd 0.24368 0.02920 -0.31305 -0.33
P 1.89566 -1.58201 0.75280 1.06
H -1.08844 4.12051 -5.30707 0.42
H -0.22067 7.18969 -2.37699 0.42
H -1.48730 5.93894 -6.95845 0.35
H -0.65658 8.87695 -4.15333 0.35
H -2.91334 2.33070 -1.23570 0.50
H 1.03198 3.02754 0.22158 0.50
H -3.27967 0.51491 0.48741 0.65
H 0.59855 1.28360 2.09557 0.51
C 2.20324 -3.01490 1.93424 -0.87
C 3.21712 -4.13352 1.62075 -1.34
H 1.20108 -3.44448 2.08918 0.48
H 2.48175 -2.55869 2.89840 0.53
H 3.15468 -4.90403 2.40492 0.42
H 3.02009 -4.63283 0.66291 0.25
H 4.25780 -3.77813 1.63977 0.29
C 2.85739 -2.03630 -0.72708 -0.51
C 3.48480 -0.82811 -1.41164 -1.28
H 2.13923 -2.51781 -1.39056 0.14
H 3.59154 -2.81557 -0.48748 0.55
H 3.41114 -0.93513 -2.49914 0.40
H 2.96938 0.10321 -1.12643 0.16
H 4.55025 -0.73141 -1.17361 0.28
C 2.88343 -0.28058 1.63144 -0.31
C 4.32967 -0.66264 1.94876 -1.39
H 2.31586 -0.08913 2.56018 0.35
H 2.81884 0.63874 1.02528 0.30
H 4.86463 0.24575 2.25069 0.43
H 4.39461 -1.36541 2.79349 0.28
H 4.85904 -1.07453 1.08125 0.27
Br -1.89423 -0.18091 2.86492 -0.09
P -2.42009 -3.30501 -1.03756 -0.23
C -0.59582 -3.57567 -1.03972 0.88
C -0.25118 -5.03336 -1.37828 -1.44
H -0.21320 -3.29671 -0.04599 -0.59
H -0.16084 -2.88186 -1.78359 0.23
H 0.80983 -5.13844 -1.61583 0.35
H -0.47172 -5.72119 -0.55479 0.33
H -0.80131 -5.38538 -2.25694 0.42
C -2.87673 -3.05393 0.73126 0.64
C -4.28053 -3.60984 1.01746 -1.40
H -2.81599 -1.98152 0.96660 -0.69
H -2.12755 -3.58828 1.33447 0.41
H -4.45611 -3.68658 2.09479 0.40
H -5.07401 -2.97424 0.61328 0.33
H -4.42404 -4.61426 0.60568 0.37
C -2.61013 -1.62397 -1.77194 0.91
C -2.90516 -1.72766 -3.27575 -1.50
H -1.68754 -1.03903 -1.57519 -0.72
H -3.44447 -1.13660 -1.24212 0.31
H -3.25286 -0.75953 -3.65338 0.42
H -2.01216 -2.00669 -3.84949 0.32
H -3.69339 -2.46635 -3.47777 0.37
C 0.13737 2.46234 6.19854 -1.20
C 0.29810 2.14990 4.72672 0.03
O 0.66512 0.79531 4.48169 -0.44
H -0.30803 1.62103 6.72440 0.31
H -0.50165 3.32848 6.35045 0.36
H 1.11362 2.69371 6.63682 0.27
H -0.60150 2.42487 4.15253 0.26
H 1.11584 2.74145 4.33159 0.28
H -0.14582 0.36370 4.12035 0.04
```

* maximum force: 2.06 eV Å⁻¹
* molecular weight: 646.93 g/mol
* Kohn-Sham gap: 7.02 eV
* HOMO energy: -0.2554 hartree
* energy above the lowest of the compared OMol25 structures with the same formula, charge and spin: 0.00 kJ/mol
* lowest unoccupied orbital energy: 0.07 eV


No. 2
Below is 2 unconnected molecules or ions with the total composition C4H5NO2, with properties calculated with the ωB97M-V functional and the def2-TZVPD basis.

The geometry in XYZ format:
```
12
Properties=species:S:1:pos:R:3:mulliken_charge:R:1
O -1.63092 -0.49831 1.25596 -0.50
C -1.67468 -0.12116 0.10674 0.07
C -0.76655 0.90611 -0.45937 -0.22
C 0.11377 1.54582 0.30784 -0.56
N 2.06824 -1.06404 0.31809 -0.49
C 1.26689 -1.51785 -0.47767 0.68
O 0.49116 -1.82005 -1.29778 -0.42
H -2.40987 -0.54241 -0.60861 0.34
H -0.84624 1.09897 -1.52605 0.32
H 0.80614 2.28630 -0.08071 0.28
H 0.15991 1.32740 1.37126 0.24
H 2.42215 -1.60079 1.09031 0.26
```

* maximum force: 0.69 eV Å⁻¹
* molecular weight: 99.09 g/mol
* Kohn-Sham gap: 10.18 eV
* HOMO energy: -0.3660 hartree
* energy above the lowest of the compared OMol25 structures with the same formula, charge and spin: 126.75 kJ/mol
* lowest unoccupied orbital energy: 0.22 eV
* SMILES: C=CC=O.N=C=O


No. 3
Below is 2 unconnected molecules or ions with the total composition C5H9P, with properties calculated with the ωB97M-V functional and the def2-TZVPD basis.

The geometry in XYZ format:
```
15
Properties=species:S:1:pos:R:3:mulliken_charge:R:1
C 0.91843 0.05220 -1.93208 -0.81
C -1.68444 -0.72499 -0.84934 -0.32
C 0.40332 -0.18775 -0.75928 0.37
C 0.06674 0.76207 1.52193 -1.01
C 0.88136 -0.17145 0.62811 -0.47
P -2.09369 -1.94675 0.16842 -0.15
H 1.95518 0.34228 -2.04998 0.28
H 0.35787 -0.03782 -2.84577 0.27
H -2.17442 -0.15922 -1.61163 0.35
H 0.48168 0.77216 2.52680 0.31
H 0.07353 1.77751 1.13333 0.31
H -0.96376 0.42008 1.57624 0.28
H 0.81828 -1.18769 1.02846 0.23
H 1.93333 0.13807 0.63552 0.34
H -3.45766 -2.07271 -0.19300 0.01
```

* maximum force: 4.43 eV Å⁻¹
* molecular weight: 100.10 g/mol
* Kohn-Sham gap: 9.66 eV
* HOMO energy: -0.3389 hartree
* energy above the lowest of the compared OMol25 structures with the same formula, charge and spin: 268.00 kJ/mol
* lowest unoccupied orbital energy: 0.44 eV


No. 4
Below is C19H29FN2O5S in the gas phase, with properties calculated with the ωB97M-V functional and the def2-TZVPD basis.

The geometry in XYZ format:
```
57
Properties=species:S:1:pos:R:3:mulliken_charge:R:1
O -0.06581 0.71992 -2.74719 -0.67
C -0.58504 -0.17422 -2.10136 0.31
N 0.11037 -1.04946 -1.34439 0.07
C 1.56094 -1.00581 -1.31526 -1.81
C 2.08198 0.08824 -0.38950 0.70
C 1.70631 -0.16119 1.09732 -1.33
C 3.07405 -0.27057 1.78061 -0.33
C 3.71528 1.12652 1.84633 -0.86
C 4.08603 1.39238 0.36190 -1.04
C 3.61635 0.09980 -0.33106 -0.54
N 3.85592 -0.91502 0.71209 0.25
C 5.04024 -1.53345 0.98140 0.05
O 5.35839 -1.86366 2.10949 -0.68
C 5.93792 -1.82871 -0.22499 0.27
C 7.14858 -2.67468 0.19902 -1.03
C 6.62842 -4.09488 0.38919 -0.80
S 5.56458 -4.35674 -1.02417 1.17
O 6.35634 -4.86172 -2.11732 -0.68
O 4.35079 -5.02963 -0.64232 -0.69
C 5.22724 -2.60820 -1.33856 -0.47
C -2.09730 -0.33161 -2.06215 0.01
F -2.41526 -1.61244 -1.58806 -0.44
C -2.76604 0.69929 -1.16158 0.19
C -2.56210 2.13284 -1.65294 -0.54
C -3.33044 3.09678 -0.76312 -0.69
O -4.71152 2.78954 -0.71358 -0.39
C -4.93088 1.49188 -0.19375 -0.61
C -4.26608 0.42224 -1.04465 -0.72
H -0.38752 -1.81914 -0.93126 0.30
H 1.91648 -1.98093 -0.97705 0.64
H 1.92333 -0.83348 -2.33126 0.26
H 1.71044 1.04549 -0.75628 0.60
H 1.10342 0.63787 1.52707 0.35
H 1.14972 -1.09411 1.20154 0.41
H 3.09885 -0.83584 2.70557 0.56
H 3.02798 1.86799 2.25238 0.45
H 4.60292 1.10505 2.47749 0.37
H 3.59705 2.27189 -0.05583 0.47
H 5.16265 1.52277 0.24299 0.29
H 4.10102 -0.11417 -1.28093 0.66
H 6.26958 -0.86030 -0.61020 0.60
H 7.89959 -2.65321 -0.59280 0.44
H 7.58954 -2.29313 1.11632 0.35
H 7.39454 -4.86628 0.37039 0.52
H 6.01816 -4.17655 1.28647 0.38
H 4.14890 -2.48153 -1.35618 -0.11
H 5.64982 -2.39455 -2.31857 0.42
H -2.47739 -0.25921 -3.08340 0.45
H -2.31580 0.60249 -0.16415 0.14
H -1.50551 2.39992 -1.66883 0.33
H -2.93263 2.22284 -2.67852 0.32
H -2.91445 3.07704 0.25583 0.37
H -3.25566 4.11637 -1.13834 0.35
H -4.54765 1.43840 0.83660 0.37
H -6.01030 1.35109 -0.15990 0.36
H -4.71448 0.43146 -2.04332 0.30
H -4.44647 -0.56109 -0.60859 0.37
```

* maximum force: 0.09 eV Å⁻¹
* molecular weight: 416.52 g/mol
* Kohn-Sham gap: 10.23 eV
* HOMO energy: -0.3590 hartree
* energy above the lowest of the compared OMol25 structures with the same formula, charge and spin: 0.54 kJ/mol
* lowest unoccupied orbital energy: 0.46 eV
* SMILES: O=C(NC[C@H]1C[C@@H]2CC[C@H]1N2C(=O)[C@H]1CCS(=O)(=O)C1)[C@@H](F)C1CCOCC1


No. 5
Below is a molecular structure, C17H16BrClN2O4Re, with properties calculated with the ωB97M-V functional and the def2-TZVPD basis.

The geometry in XYZ format:
```
42
Properties=species:S:1:pos:R:3:mulliken_charge:R:1
Re 1.69895 2.22273 0.39543 1.02
O 2.71895 0.89903 -3.47647 -0.63
C 1.57165 0.56703 -4.00587 0.35
C 1.59145 -0.03057 -5.29467 -0.58
C 0.42185 -0.33877 -5.94177 -0.52
C -0.80395 -0.08227 -5.32557 -0.77
C -0.84295 0.47203 -4.04537 -0.53
C 0.31845 0.78703 -3.36947 0.11
C 0.23365 1.38433 -1.97297 1.00
O 1.33915 2.09033 -1.60317 -0.95
N -0.02335 0.34653 -0.96877 -0.29
N 0.35285 0.65693 0.28343 0.17
C 0.01375 -0.10937 1.29593 0.03
C 0.44625 0.09743 2.62053 0.29
Br 1.64425 1.62283 2.90803 -0.02
C 0.19495 -0.69397 3.71553 -0.74
C -0.73805 -1.76227 3.83053 0.64
C -0.42625 -2.80907 4.73183 -0.52
C -1.23395 -3.92157 4.81573 -0.64
C -2.40855 -3.99107 4.06873 -0.39
C -2.77305 -2.92867 3.23953 -0.62
C -1.95565 -1.83067 3.11713 -0.38
H 2.61255 1.45173 -2.66627 0.36
H 2.55715 -0.18897 -5.75227 0.47
H 0.44965 -0.76387 -6.93407 0.41
H -1.72585 -0.31387 -5.83587 0.42
H -1.80105 0.66353 -3.58817 0.42
H -0.64595 2.06663 -1.97227 0.25
H -0.75175 -0.33997 -1.12637 0.31
H -0.59285 -0.99247 1.11783 0.75
H 0.79445 -0.50557 4.59863 0.40
H 0.48565 -2.75517 5.30423 0.38
H -0.96025 -4.73467 5.46873 0.42
H -3.04935 -4.85627 4.14733 0.43
H -3.71375 -2.96397 2.71123 0.42
H -2.28365 -0.97757 2.54073 0.68
O 3.10895 3.58393 0.42893 -0.17
O 3.62285 2.42643 0.60563 -0.15
Cl -1.16045 3.38853 0.44723 -0.01
C 0.43715 4.00533 0.48213 -0.72
H 0.63145 4.54873 1.40503 0.50
H 0.64445 4.60943 -0.40077 0.42
```

* maximum force: 4.53 eV Å⁻¹
* molecular weight: 613.89 g/mol
* Kohn-Sham gap (spin up / spin down): 2.96 / 2.98 eV
* HOMO energy (spin up / spin down): -0.4876 / -0.4875 hartree
* total charge: +2
* 2S+1: 2
* lowest unoccupied orbital energy (spin up / spin down): -10.30 / -10.28 eV


No. 6
Below is 2 unconnected molecules or ions with the total composition C3H12N2, with properties calculated with the ωB97M-V functional and the def2-TZVPD basis.

The geometry in XYZ format:
```
17
Properties=species:S:1:pos:R:3:mulliken_charge:R:1
C 2.26909 1.80368 -1.85636 -0.68
N 1.95738 0.38119 -1.61146 -0.61
H 2.74049 1.85619 -2.84131 0.22
H 3.06530 2.12087 -1.19861 0.35
H 1.38194 2.43044 -1.81245 0.23
H 1.98991 0.17187 -0.61586 0.27
H 0.99399 0.19534 -1.86822 0.23
C -1.76263 -1.33456 0.08083 -0.71
N -1.90016 -0.41569 1.16963 -0.29
C -0.92598 -0.54083 2.18960 -0.81
H -0.78803 -1.21886 -0.40048 0.13
H -1.87327 -2.38273 0.36959 0.31
H -2.44680 -1.08790 -0.73662 0.31
H -2.83413 -0.30029 1.52238 0.23
H 0.09459 -0.25707 1.89182 0.21
H -0.85720 -1.54157 2.66863 0.29
H -1.10450 0.11992 3.04888 0.32
```

* maximum force: 2.00 eV Å⁻¹
* molecular weight: 76.14 g/mol
* Kohn-Sham gap: 9.66 eV
* HOMO energy: -0.3185 hartree
* energy above the lowest of the compared OMol25 structures with the same formula, charge and spin: 68.45 kJ/mol
* lowest unoccupied orbital energy: 0.99 eV
* SMILES: CNC.CN


No. 7
Below is a molecular structure, C23H24F5N3NiSTe, with properties calculated with the ωB97M-V functional and the def2-TZVPD basis.

The geometry in XYZ format:
```
58
Properties=species:S:1:pos:R:3:mulliken_charge:R:1
Ni 0.44607 1.29781 -0.38108 -0.43
N 0.06568 2.44669 -2.11006 -0.54
C -0.53327 1.88615 -3.28088 0.15
C -1.90087 2.02017 -3.47822 -0.37
C -2.51109 1.37932 -4.54665 -0.70
C -1.76335 0.60162 -5.41807 -0.58
C -0.39265 0.48974 -5.22834 -0.66
C 0.22479 1.13288 -4.16709 -0.28
H -0.46118 3.24997 -1.78322 0.44
H 1.01706 2.76008 -2.28037 0.30
H -2.48772 2.61244 -2.78486 0.45
H -3.57854 1.48300 -4.69140 0.39
H -2.24250 0.08205 -6.23607 0.43
H 0.19948 -0.11011 -5.90752 0.43
H 1.29324 1.03498 -4.01205 0.41
F -0.97112 3.41171 0.18447 -0.36
C 0.31138 2.94238 0.56632 1.08
F 1.17914 3.90374 0.09615 -0.36
C 0.25797 3.14093 2.09366 0.71
F -0.56949 2.24432 2.64469 -0.26
F 1.45548 3.03515 2.66839 -0.19
F -0.21207 4.36272 2.40086 -0.30
C -0.46236 -1.00673 6.85691 -1.47
C 0.14533 -0.71539 5.51167 0.58
C 1.39484 -0.12925 5.39526 -1.11
C 1.96589 0.15770 4.15682 1.23
C 3.33140 0.78835 4.12212 -1.76
C 1.25597 -0.15718 2.99292 -0.16
Te 2.15945 0.25179 1.11985 0.05
C -0.00363 -0.76518 3.08800 1.30
C -0.80431 -1.13474 1.87278 -1.14
C -0.53705 -1.02807 4.34302 -1.14
H 0.21596 -0.72999 7.66333 0.35
H -0.69624 -2.06779 6.96182 0.34
H -1.39260 -0.45246 6.99495 0.32
H 1.94924 0.12001 6.29399 0.23
H 3.68068 0.99742 5.13294 0.38
H 3.31991 1.71884 3.55379 0.31
H 4.05981 0.13234 3.64042 0.36
H -1.07068 -0.24024 1.30134 0.08
H -1.72301 -1.64913 2.15582 0.37
H -0.22605 -1.77762 1.20470 0.25
H -1.51644 -1.49182 4.40891 0.32
N -0.13827 -4.74163 -3.81577 -0.35
C -0.78430 -3.59171 -4.05929 -0.11
S -1.83029 -3.38139 -5.30573 -0.32
C -0.44439 -2.48191 -3.12178 0.96
C -1.43002 -1.62101 -2.65789 -0.89
C -1.06705 -0.59369 -1.81276 -0.39
N 0.19641 -0.37654 -1.42687 0.82
C 1.14088 -1.20671 -1.86496 -0.64
C 0.86406 -2.26778 -2.70773 -0.83
H -0.32452 -5.53428 -4.40737 0.22
H 0.39146 -4.87711 -2.97130 0.22
H -2.45771 -1.74863 -2.96573 0.46
H -1.80881 0.09874 -1.43401 0.56
H 2.14416 -1.01436 -1.50981 0.38
H 1.67585 -2.89062 -3.05901 0.45
```

* maximum force: 0.24 eV Å⁻¹
* molecular weight: 655.82 g/mol
* Kohn-Sham gap: 5.99 eV
* HOMO energy: -0.2514 hartree
* energy above the lowest of the compared OMol25 structures with the same formula, charge and spin: 39.75 kJ/mol
* lowest unoccupied orbital energy: -0.85 eV


No. 8
Below is C7H13N in the gas phase, with properties calculated with the ωB97M-V functional and the def2-TZVPD basis.

The geometry in XYZ format:
```
21
Properties=species:S:1:pos:R:3:mulliken_charge:R:1
C 0.41584 2.98384 -1.20506 -1.10
C -0.25141 1.61973 -0.84384 -0.46
C 0.66007 0.86132 0.15400 -0.61
N 0.77476 -2.88902 0.67821 -0.45
C 1.11946 -1.54500 0.57076 -0.39
C 0.21554 -0.57523 0.30863 0.35
C -1.23015 -0.89994 0.18204 -0.42
C -1.93038 -1.64135 1.01463 -0.80
H 1.00383 2.88384 -2.10504 0.30
H -0.14157 3.90063 -1.02629 0.35
H 1.18728 3.08073 -0.39609 0.29
H -0.32263 0.95169 -1.71840 0.29
H -1.28440 1.62240 -0.48360 0.33
H 0.67495 1.37541 1.15079 0.31
H 1.72969 0.91255 -0.08889 0.44
H 1.44284 -3.62380 0.80993 0.20
H -0.04983 -3.22197 0.21641 0.20
H 2.14944 -1.26656 0.74513 0.37
H -1.59539 -0.71941 -0.83036 0.25
H -1.62644 -1.82198 2.04902 0.27
H -2.94151 -1.98786 0.81802 0.29
```

* maximum force: 2.68 eV Å⁻¹
* molecular weight: 111.19 g/mol
* Kohn-Sham gap: 8.54 eV
* HOMO energy: -0.2742 hartree
* energy above the lowest of the compared OMol25 structures with the same formula, charge and spin: 165.66 kJ/mol
* lowest unoccupied orbital energy: 1.08 eV
* SMILES: C=C/C(=C\N)CCC